(1)
Computed, not measured: a 2-piece molecular cluster, C5H12O2 overall, with ωB97M-V/def2-TZVPD.

Structure (XYZ):
```
19
Properties=species:S:1:pos:R:3:forces:R:3:lowdin_charge:R:1
C -0.76753 2.48159 -1.19488 -1.08 0.04 -0.73 -0.092
C -1.43470 1.39249 -0.81761 -0.71 0.65 -0.52 -0.083
C 0.66765 0.15444 0.07920 1.11 -0.64 0.30 -0.299
O 0.91372 1.46492 0.55146 -0.57 0.61 0.14 -0.092
C -0.33539 -0.87140 0.69338 0.11 0.16 0.09 -0.165
C 0.38871 -2.21469 0.55113 -0.33 0.03 -0.14 -0.280
O 1.58113 -2.13653 1.31280 0.18 -0.45 0.16 -0.079
H -0.88342 3.42068 -0.66292 0.31 -0.12 0.20 0.078
H 0.45536 2.12079 -0.01274 0.32 -0.70 0.75 0.003
H -0.13182 2.48674 -2.07544 -0.33 0.09 -0.13 0.079
H -1.51501 0.51166 -1.44280 0.26 0.04 0.09 0.070
H -1.92982 1.33650 0.15003 -0.18 0.19 -0.30 0.085
H 0.68039 0.04362 -1.01933 -0.07 0.32 0.31 0.125
H 1.59051 -0.24103 0.45264 0.57 -0.80 -0.39 0.099
H -1.33115 -0.98557 0.23515 0.37 0.31 -0.01 0.097
H -0.49004 -0.66492 1.75790 0.08 0.03 -0.09 0.123
H 0.61129 -2.38403 -0.51809 0.01 0.02 0.23 0.122
H -0.23349 -3.05364 0.89352 0.00 0.20 -0.02 0.115
H 2.16358 -2.86160 1.06661 -0.05 0.03 0.05 0.092
```
Positions in Å, forces in eV/Å.

Results
Energy above the lowest of the compared OMol25 structures with the same formula, charge and spin   314.97 kJ/mol
Energy   -348.084849 Ha
HOMO energy   -9.530 eV
E_LUMO   0.927 eV
SMILES   OCCCO.C=C

***

(2)
Computed, not measured: C12H10N2O5STi as an isolated structure, with ωB97M-V/def2-TZVPD.

Structure (XYZ):
```
31
Properties=species:S:1:pos:R:3:forces:R:3:lowdin_charge:R:1
Ti 0.08522 0.09932 0.30920 0.05 1.61 0.54 0.619
O -3.63153 0.02302 2.22662 0.04 -0.03 0.17 0.100
C -2.62081 0.13241 1.33914 -0.04 0.17 -0.55 -0.466
O -1.46151 -0.23994 1.66001 -0.06 -0.32 0.35 -0.096
C -2.79825 0.62879 0.03717 0.48 -0.04 -0.08 -0.212
C -3.94353 0.98739 -0.62820 -0.35 0.11 -0.09 -0.022
C -3.91860 1.35859 -1.97816 0.28 -0.12 0.23 -0.110
C -2.67237 1.33309 -2.64085 -0.22 0.17 -0.31 -0.037
C -1.52545 0.98649 -1.98704 0.13 -0.13 0.48 -0.221
N -1.53659 0.63021 -0.62409 -0.52 -0.26 -0.37 -0.082
C -0.19550 0.83531 -2.47875 -0.32 -0.06 0.25 -0.444
O 0.20089 1.09612 -3.73805 -0.05 0.10 -0.12 0.122
O 0.65706 0.40416 -1.67784 0.29 -0.15 -0.29 -0.055
H -3.21999 -0.29728 3.04343 -0.06 0.04 -0.12 0.120
H -4.88927 0.96483 -0.09755 0.06 -0.01 0.06 0.114
H -4.82301 1.63063 -2.49967 -0.01 0.00 -0.02 0.074
H -2.65107 1.58566 -3.69866 0.09 -0.01 0.02 0.103
H -0.53987 1.48386 -4.22033 0.02 -0.04 0.05 0.101
S 0.87942 1.90348 1.26073 -0.19 -0.69 -0.25 -0.072
O 0.74269 -1.71512 0.43609 0.28 0.20 0.21 -0.266
N 1.95245 -1.13607 0.89776 -0.03 -0.59 -0.14 -0.270
C 2.19356 -1.29578 2.26233 0.09 0.06 -0.06 -0.094
C 3.46239 -1.33047 2.74080 -0.02 0.00 0.02 -0.102
C 4.57255 -1.27793 1.87179 -0.03 -0.01 0.04 -0.117
C 4.30433 -1.23100 0.48965 0.00 0.00 -0.08 -0.104
C 3.03012 -1.20262 0.01825 -0.02 0.02 0.06 -0.074
H 1.30558 -1.30580 2.87372 0.00 -0.01 0.01 0.114
H 3.59114 -1.38948 3.81399 0.05 -0.01 -0.01 0.096
H 5.58405 -1.29785 2.24910 0.00 0.00 0.00 0.077
H 5.10737 -1.21255 -0.23625 0.03 0.00 0.03 0.094
H 2.75853 -1.15145 -1.02434 0.01 -0.01 -0.01 0.112
```
Positions in Å, forces in eV/Å.

Results
Charge   -1
Energy above the lowest of the compared OMol25 structures with the same formula, charge and spin   0.00 kJ/mol
Spin multiplicity   2
Energy   -2196.735873 Ha
HOMO energy (alpha / beta)   -2.527 / -2.517 eV
E_LUMO (alpha / beta)   2.755 / 2.754 eV

***

Question: Among the records above, which one has the lowest energy?
Answer: C12H10N2O5STi